This record from the OMol25 dataset describes a structure of composition C27H35I2N7ORu. The level of theory is wB97M-V/def2-TZVPD.

ORCA input file:
```
! wB97M-V def2-TZVPD RIJCOSX def2/J DEFGRID3
* xyz 3 6
Ru -1.3120 -1.7183 0.5501
C -5.2037 -2.0468 0.1232
C -4.0955 -1.7808 1.0974
C -3.4460 -2.8328 1.7472
C -2.4320 -2.6102 2.6917
C -1.7995 -3.7576 3.4241
C -2.0732 -1.2843 2.9723
C -2.7321 -0.2013 2.3715
C -2.4340 1.2055 2.7926
C -3.7046 -0.4703 1.4068
H -6.1599 -2.0319 0.6524
H -5.1058 -3.0266 -0.3420
H -5.2507 -1.2837 -0.6519
H -3.7512 -3.8505 1.5352
H -2.4312 -4.0356 4.2708
H -0.8203 -3.4896 3.8187
H -1.7077 -4.6369 2.7860
H -1.3102 -1.0921 3.7179
H -3.1253 1.4871 3.5907
H -2.5812 1.9107 1.9749
H -1.4233 1.3105 3.1873
H -4.2034 0.3564 0.9119
C 1.7124 -7.0535 0.2215
C 2.7275 -6.3176 -0.6481
C 2.1587 -5.9804 -2.0228
C 3.2945 -5.0849 0.0585
N 2.2514 -4.0790 0.3524
C 1.4200 -3.9981 1.3944
N 0.6252 -2.9694 1.1986
N 0.9964 -2.4460 0.0102
N 1.9642 -3.1003 -0.5101
H 1.4345 -7.9981 -0.2447
H 0.7876 -6.4748 0.3357
H 2.1088 -7.2819 1.2142
H 3.5954 -6.9671 -0.7843
H 1.2749 -5.3393 -1.9431
H 1.8543 -6.8929 -2.5351
H 2.8902 -5.4698 -2.6512
H 4.0329 -4.5777 -0.5566
H 3.7493 -5.3489 1.0111
H 1.4300 -4.6626 2.2442
C 2.4320 7.6583 -5.3910
C 1.7859 7.1866 -4.1438
C 0.8167 7.9789 -3.4752
C 0.2596 7.5608 -2.3110
C 0.6364 6.3022 -1.7420
N 0.0653 5.9647 -0.5698
C 0.3014 4.8629 0.3232
O 0.4282 5.0855 1.4910
N 0.2914 3.6174 -0.2523
C 0.4685 2.4477 0.5275
C 1.3765 2.3991 1.5808
C 1.5071 1.2196 2.2876
C 0.7445 0.1246 1.9325
N -0.1295 0.1683 0.9193
C -0.2698 1.3102 0.2346
C 1.6104 5.4966 -2.4031
C 2.1600 5.9388 -3.5642
H 1.8537 8.4338 -5.8871
H 2.6247 6.8354 -6.0795
H 3.4119 8.0881 -5.1409
H 0.5255 8.9304 -3.9026
H -0.4770 8.1712 -1.8000
H -0.4217 6.7078 -0.0794
H -0.1516 3.5202 -1.1528
H 1.9662 3.2639 1.8469
H 2.2030 1.1472 3.1122
H 0.8249 -0.8091 2.4660
H -0.9954 1.3181 -0.5691
H 1.9428 4.5677 -1.9605
H 2.9178 5.3441 -4.0593
I -2.0478 -1.0329 -1.9503
I -1.8671 -3.8867 -1.0612
*
```

- relative energy (zero: lowest compared OMol25 entry of this formula, charge and spin) (eV) = 0.215
- E_LUMO (spin up / spin down) (eV) = -10.0 / -10.5
- M (g/mol) = 828.50
- <S²> = 8.842

Löwdin atomic charge list, values in e, 6 entries: 0.78, -0.03, -0.32, -0.10, -0.32, -0.02